Computed, not measured: a 2-piece molecular cluster, C3H13N2O overall, with the ωB97M-V functional and the def2-TZVPD basis.

Last column: Mulliken charge in e.
Atoms and positions in Å:
1 O -1.256 2.959 1.404  -0.614
2 N -0.483 0.403 0.975  -0.294
3 N 1.004 0.346 -1.538  -0.610
4 C 0.505 -1.656 -0.086  -0.660
5 C -0.693 -1.084 0.738  -0.690
6 C 0.722 -1.114 -1.508  -0.601
7 H 0.580 0.718 -2.385  0.218
8 H -0.207 -1.290 -2.052  0.362
9 H 1.429 -1.662 0.474  0.378
10 H 0.249 0.485 1.678  0.381
11 H -0.631 -1.621 1.683  0.321
12 H -0.072 0.729 0.059  0.479
13 H 0.256 -2.717 -0.259  0.360
14 H -1.357 0.914 1.124  0.386
15 H -0.370 3.285 1.231  0.314
16 H 1.581 -1.654 -1.919  0.337
17 H 1.996 0.467 -1.646  0.229
18 H -1.640 3.712 1.850  0.308
19 H -1.613 -1.219 0.178  0.395

Forces on atoms 1 to 3 (eV/Å):
O 0.25 -0.06 -0.04
N 0.17 -1.38 -1.55
N -0.79 -0.31 -0.02

Computed properties:
Charge: +1
Gap between HOMO and LUMO (eV): 11.09
ΔE to the lowest compared entry with this formula, charge and spin (kcal per mole): 9.8
Calculated total energy (eV): -8343.558
F_max (eV Å⁻¹): 2.08
LUMO level (eV): -2.964

Computed, not measured: a 2-piece molecular cluster, C3H13N2O overall, with the ωB97M-V functional and the def2-TZVPD basis.

Last column: Mulliken charge in e.
Atoms and positions in Å:
1 O -2.590 0.746 0.099  -0.627
2 N 1.563 0.780 -0.909  -0.657
3 N -0.520 -0.909 -0.956  -0.209
4 C 0.628 -0.354 1.104  -0.494
5 C 1.016 1.004 0.452  -0.650
6 C 0.255 -1.463 0.139  -0.593
7 H -0.324 -2.265 0.632  0.341
8 H 2.550 0.449 -0.649  0.274
9 H -3.488 0.382 0.080  0.287
10 H -2.703 1.701 0.232  0.303
11 H 0.106 -0.141 -1.374  0.436
12 H -0.869 -1.439 -1.807  0.403
13 H 1.592 1.744 -1.275  0.241
14 H 1.460 -0.712 1.746  0.361
15 H -0.276 -0.204 1.744  0.282
16 H -1.338 -0.458 -0.528  0.233
17 H 0.106 1.631 0.413  0.288
18 H 1.705 1.538 1.103  0.407
19 H 1.125 -2.028 -0.247  0.373

Forces on atoms 1 to 3 (eV/Å):
O -0.35 0.11 0.02
N 1.55 0.71 1.48
N -1.04 1.11 -2.41

Computed properties:
Charge: +1
Gap between HOMO and LUMO (eV): 11.42
ΔE to the lowest compared entry with this formula, charge and spin (kcal per mole): 13.6
Calculated total energy (eV): -8343.393
F_max (eV Å⁻¹): 2.85
LUMO level (eV): -3.006

Computed, not measured: a 3-piece molecular cluster, C3H13N2O2S overall, with the ωB97M-V functional and the def2-TZVPD basis.

Last column: Löwdin spin population.
Atoms and positions in Å:
1 S 0.806 -2.574 0.493  0.806
2 O 5.296 -0.148 1.861  0.000
3 O 0.191 -0.841 3.128  0.023
4 N -1.560 2.488 -0.597  0.000
5 N -1.298 0.294 -1.593  0.002
6 C -2.192 1.337 -1.228  0.000
7 C -0.990 -0.710 -0.561  0.001
8 C 0.311 -1.433 -0.788  0.107
9 H -2.702 1.740 -2.110  0.000
10 H 4.846 0.374 1.217  0.000
11 H -3.021 1.028 -0.560  0.000
12 H 1.124 -0.727 -1.031  0.020
13 H -1.303 -0.136 -2.499  0.000
14 H -0.752 2.213 -0.080  0.000
15 H -0.075 -0.355 2.329  0.003
16 H -1.172 -0.235 0.402  0.000
17 H 0.820 -1.467 2.763  0.013
18 H -1.496 3.333 -1.121  0.000
19 H 0.352 -1.995 -1.731  0.024
20 H -1.781 -1.470 -0.520  0.000
21 H 4.596 -0.716 2.227  0.000

Forces on atoms 1 to 3 (eV/Å):
S 0.06 0.05 -0.37
O -0.04 -0.92 0.88
O -0.07 0.53 -0.39

Computed properties:
Gap between HOMO and LUMO (alpha / beta) (eV): 9.48 / 6.55
ΔE to the lowest compared entry with this formula, charge and spin (kcal per mole): 21.4
Multiplicity: 2
Expectation value of S²: 0.753
Calculated total energy (eV): -21230.076
F_max (eV Å⁻¹): 2.00
LUMO level (alpha / beta) (eV): 0.396 / -2.527

Computed, not measured: a 2-piece molecular cluster, C3H13N2OS overall, with the ωB97M-V functional and the def2-TZVPD basis.

Last column: Mulliken charge in e.
Atoms and positions in Å:
1 S -1.332 2.535 -1.185  -0.188
2 O -2.474 -1.379 1.175  -0.665
3 N -0.519 0.017 0.521  -0.384
4 N 1.491 -1.535 0.807  -0.611
5 C 0.273 0.148 -0.669  -0.287
6 C 0.355 1.680 -1.094  -0.941
7 C 1.703 -0.447 -0.243  -0.511
8 H -1.606 -0.040 0.301  0.478
9 H 2.313 0.342 0.300  0.341
10 H 0.892 1.834 -2.057  0.421
11 H -2.346 -2.254 0.796  0.315
12 H -0.918 3.735 -1.252  0.157
13 H -0.432 -0.796 1.124  0.461
14 H 2.341 -1.869 1.250  0.230
15 H -3.380 -1.598 1.558  0.325
16 H 0.967 2.136 -0.333  0.519
17 H -0.420 1.027 0.981  0.387
18 H -0.199 -0.363 -1.396  0.396
19 H 2.262 -0.803 -1.075  0.371
20 H 1.030 -2.370 0.491  0.186

Forces on atoms 1 to 3 (eV/Å):
S 0.09 -3.02 0.23
O -2.68 -1.45 0.88
N -4.48 4.50 0.73

Computed properties:
Charge: +1
Gap between HOMO and LUMO (eV): 10.01
ΔE to the lowest compared entry with this formula, charge and spin (kcal per mole): 36.5
Calculated total energy (eV): -19177.384
F_max (eV Å⁻¹): 6.39
LUMO level (eV): -3.090